Record 1
ORCA calculation (ωB97M-V/def2-TZVPD) on a molecular structure, C30H42BrClN2P2V at a distorted geometry.

Last column: Löwdin charge in e.
Cartesian coordinates (Å):
C 4.2906 -1.8400 2.2961  -0.013
C 4.1967 -1.5176 0.9277  -0.225
C 5.1210 -2.1155 0.0511  -0.004
C 6.0262 -3.0627 0.5619  -0.110
N 6.0403 -3.3744 1.8507  0.069
C 5.2220 -2.7906 2.7146  -0.114
C 3.1412 -0.6304 0.5304  -0.129
C 2.6832 0.6047 0.4587  -0.146
C 1.8394 1.7344 0.6027  -0.318
C 0.4747 1.4942 0.2782  -0.155
C -0.4554 2.5657 0.3955  -0.096
C -0.0227 3.9061 0.6828  -0.721
C 1.3699 4.0749 0.9431  -0.076
C 2.2610 3.0162 0.9803  0.007
V 1.2434 -0.6300 0.5458  0.759
P -2.7027 -1.0755 0.4774  0.962
H 5.1789 -1.8613 -1.0027  0.106
H 3.6502 -1.3785 3.0387  0.095
H 6.7243 -3.5660 -0.1159  0.121
H 5.2644 -3.0787 3.7691  0.121
H 3.2944 3.1210 1.3124  0.143
H 0.2861 0.6116 -0.4547  0.048
H 1.7589 5.0569 1.1730  0.117
H -1.5107 2.4419 0.1252  0.101
C -4.1237 0.1230 0.2529  -0.402
C -5.1283 -0.1304 -0.8680  -0.139
H -3.6465 1.1064 0.1033  0.046
H -4.6313 0.1685 1.2310  0.084
H -5.9196 0.6298 -0.8030  0.087
H -4.6726 -0.0323 -1.8630  0.054
H -5.6126 -1.1137 -0.7897  0.068
C -2.7716 -2.1210 -1.0554  -0.432
C -1.7107 -3.2030 -0.9696  -0.156
H -2.5738 -1.4806 -1.9238  0.027
H -3.7758 -2.5432 -1.1780  0.075
H -1.7066 -3.7995 -1.8858  0.087
H -0.7089 -2.7636 -0.8543  0.034
H -1.8759 -3.8770 -0.1240  0.074
C -3.4803 -2.2295 1.6972  -0.447
C -4.7758 -2.9138 1.2907  -0.130
H -3.6356 -1.6470 2.6148  0.042
H -2.7140 -2.9740 1.9455  0.054
H -5.0691 -3.6247 2.0709  0.087
H -5.6037 -2.2065 1.1845  0.072
H -4.6841 -3.4887 0.3649  0.068
Br -1.1683 5.3327 0.6970  0.888
P 0.6393 1.1295 -2.9672  1.244
C -0.9180 0.3312 -2.4028  -0.397
C -2.0715 0.5787 -3.3688  -0.113
H -1.1699 0.7368 -1.4127  0.040
H -0.6792 -0.7404 -2.3121  0.077
H -2.9042 -0.0995 -3.1534  0.057
H -2.4502 1.6063 -3.2740  0.094
H -1.7655 0.4056 -4.4092  0.089
C 0.4210 2.8954 -2.4784  -0.350
C 0.6008 3.8193 -3.6806  -0.118
H 1.1074 3.1382 -1.6566  0.079
H -0.5986 3.0138 -2.0795  0.086
H 0.2985 4.8326 -3.3973  0.090
H 1.6465 3.8594 -4.0058  0.081
H -0.0309 3.4886 -4.5147  0.080
C 2.2682 0.6074 -2.3872  -0.386
C 3.2910 0.6114 -3.5164  -0.104
H 2.1554 -0.3836 -1.9170  0.073
H 2.5710 1.3276 -1.6228  0.073
H 4.2879 0.3859 -3.1345  0.090
H 3.0221 -0.1424 -4.2609  0.088
H 3.3407 1.6006 -3.9796  0.081
Cl -2.0732 -1.7873 4.8907  0.766
C -0.8082 -0.8776 4.1644  -0.623
C -0.4580 0.3594 4.7291  -0.037
C 0.7191 0.9574 4.2958  -0.008
C 1.4371 0.3507 3.2771  -0.088
N 0.8698 -0.6154 2.4774  -0.054
C -0.1430 -1.3769 3.0309  -0.097
H -1.0914 0.8228 5.4772  0.128
H 1.0590 1.8957 4.7277  0.131
H 2.4531 0.6757 3.0371  0.127
H -0.4123 -2.3251 2.5442  0.121

Cartesian forces (eV/Å) of the 2 atoms listed first:
0.055 -0.260 -0.163
1.599 -0.705 0.253

The spin multiplicity is 4. The expectation value of S² is 3.80. The orbital gap (alpha / beta) comes out at 7.282 / 4.715 eV. The value obtained for the strongest force on any atom is 3.728 eV/A. The relative energy (zero: lowest compared OMol25 entry of this formula, charge and spin) comes out at 2.8329 eV. As for the charge: +2. The total energy comes out at -5937.97243 Ha.



Record 2
ORCA calculation (ωB97M-V/def2-TZVPD) on a molecular structure, C30H42BrMoN5PS at a distorted geometry.

Last column: Löwdin charge in e.
Cartesian coordinates (Å):
Mo -0.3584 -0.5854 -0.7987  1.167
C -4.6302 -0.4017 3.4272  -0.083
C -5.1059 -0.0985 2.0082  -0.234
N -4.1321 0.6761 1.2355  -0.010
C -2.9574 0.1340 0.8417  -0.762
S -1.6850 1.2324 0.3815  0.710
N -2.8385 -1.1645 0.8237  -0.001
N -1.6358 -1.6462 0.4057  -0.156
C -1.3219 -2.8664 0.7923  -0.247
C -2.2366 -3.7289 1.5983  -0.004
C -0.0177 -3.2860 0.3837  -0.218
C 0.4851 -4.5700 0.6278  0.013
C 1.7272 -4.9207 0.1608  -0.025
C 2.4635 -3.9634 -0.5421  -0.022
C 1.9186 -2.7217 -0.7423  -0.163
N 0.7074 -2.3490 -0.2900  -0.088
H -5.3814 -0.9910 3.9534  0.076
H -4.4575 0.5191 3.9861  0.075
H -3.6987 -0.9659 3.4043  0.058
H -6.0335 0.4706 2.0318  0.116
H -5.2810 -1.0285 1.4701  0.105
H -4.1076 1.6683 1.4039  0.116
H -3.1671 -3.1995 1.7703  0.065
H -1.7851 -3.9800 2.5598  0.099
H -2.4439 -4.6594 1.0668  0.096
H -0.1237 -5.2717 1.1798  0.118
H 2.1263 -5.9122 0.3228  0.120
H 3.4488 -4.1862 -0.9252  0.121
H 2.4542 -1.9743 -1.3050  0.075
Br -6.2610 0.7650 -4.1535  0.807
C -4.6249 0.4019 -3.2986  -0.676
C -4.3494 -0.8588 -2.8003  -0.079
C -3.1214 -1.0757 -2.2050  -0.131
N -2.1975 -0.1223 -2.0471  -0.154
C -2.4798 1.0923 -2.5427  -0.155
C -3.6646 1.3956 -3.1786  -0.079
H -5.0648 -1.6631 -2.8877  0.113
H -2.8670 -2.0618 -1.8435  0.111
H -1.7282 1.8556 -2.4173  0.078
H -3.8358 2.3852 -3.5763  0.113
C 0.0040 -1.3071 -2.6144  -0.185
H 0.7027 -2.1151 -2.8471  -0.027
H -0.5217 -1.0248 -3.5259  -0.020
C 4.2654 -0.4262 -0.0413  -0.087
C 3.4375 0.7107 -0.6613  -0.637
C 3.3046 0.4723 -2.1744  -0.096
C 4.2011 2.0307 -0.4976  -0.071
P 1.6776 0.7832 0.0996  1.095
C 1.1969 2.4551 -0.4965  -0.413
C 1.3312 3.6485 0.2073  -0.090
C 1.0344 4.8618 -0.3973  -0.059
C 0.6223 4.9099 -1.7188  -0.064
C 0.4879 3.7296 -2.4359  -0.071
C 0.7579 2.5157 -1.8238  -0.172
C 1.8951 0.7868 2.0033  -0.649
C 2.0288 -0.6859 2.4187  -0.095
C 3.1085 1.5626 2.5276  -0.083
C 0.6594 1.3531 2.7113  -0.127
H 5.1390 -0.6066 -0.6711  0.096
H 3.7141 -1.3610 0.0353  0.041
H 4.6333 -0.1645 0.9484  0.068
H 4.2961 0.2496 -2.5746  0.094
H 2.9444 1.3637 -2.6838  0.075
H 2.6405 -0.3539 -2.4299  0.041
H 5.1938 1.8975 -0.9351  0.100
H 4.3357 2.3291 0.5377  0.061
H 3.7139 2.8446 -1.0305  0.082
H 1.6632 3.6479 1.2364  0.090
H 1.1368 5.7776 0.1702  0.112
H 0.4079 5.8598 -2.1903  0.111
H 0.1760 3.7506 -3.4730  0.113
H 0.6357 1.5933 -2.3840  0.067
H 2.9492 -1.1420 2.0548  0.066
H 1.1853 -1.2800 2.0593  0.056
H 2.0289 -0.7449 3.5094  0.098
H 4.0526 1.1587 2.1733  0.058
H 3.1094 1.4858 3.6167  0.095
H 3.0579 2.6235 2.2869  0.072
H -0.1683 0.6507 2.6824  0.046
H 0.3170 2.2922 2.2843  0.048
H 0.9063 1.5245 3.7620  0.093

Cartesian forces (eV/Å) of the 2 atoms listed first:
0.533 0.086 -1.775
-0.038 0.083 -0.118

The spin multiplicity is 3. The expectation value of S² is 2.06. The orbital gap (alpha / beta) comes out at 6.597 / 6.670 eV. The value obtained for the strongest force on any atom is 1.856 eV/A. The relative energy (zero: lowest compared OMol25 entry of this formula, charge and spin) comes out at 0.6365 eV. As for the charge: +1. The total energy comes out at -4823.66753 Ha.



Record 3
ORCA calculation (ωB97M-V/def2-TZVPD) on a molecular structure, C30H42MgN2O2P2 at a distorted geometry.

Last column: Löwdin charge in e.
Cartesian coordinates (Å):
P 0.6339 -1.7579 -3.1135  0.908
P 1.1926 1.3909 -2.4436  0.801
C 1.0502 -0.5174 -4.4672  -0.425
C 1.9027 0.6458 -3.9680  -0.411
H 0.0589 -0.1636 -4.8049  0.067
H 1.5112 -1.0717 -5.3033  0.077
H 2.9059 0.2843 -3.6903  0.086
H 2.0334 1.4032 -4.7569  0.095
C -0.0348 2.4985 -3.2021  -0.246
H -0.5019 3.1120 -2.4281  0.059
H -0.7937 1.9612 -3.7780  0.021
H 0.4863 3.1681 -3.8815  0.050
C 2.4722 2.6244 -2.1049  -0.275
H 2.6265 3.4065 -2.8490  0.060
H 3.3688 2.0008 -1.9709  0.057
H 2.1853 3.0687 -1.1501  0.023
C 0.1057 -2.9914 -4.5030  -0.282
H -0.0536 -3.9957 -4.0811  0.042
H 0.9314 -3.0659 -5.2341  0.035
H -0.7967 -2.7292 -5.0748  0.036
C 2.1132 -2.7843 -2.7580  -0.300
H 3.0502 -2.2405 -2.5622  0.021
H 2.2106 -3.4651 -3.6231  0.034
H 1.8649 -3.3770 -1.8716  0.038
Mg 1.7572 -0.0076 -0.6261  0.570
C -2.7163 0.1505 -2.8643  -0.108
C -3.0624 -0.2181 -4.1196  -0.114
C -4.0395 -1.2834 -4.4453  -0.196
C -4.1091 -2.5111 -3.5328  -0.194
C -2.7953 -3.1415 -3.2717  -0.139
C -1.9647 -2.9298 -2.2488  -0.181
C -2.0435 -1.8287 -1.2251  -0.202
C -2.9291 -0.5686 -1.5654  -0.181
C 3.1928 -1.4532 -0.1541  -0.243
H -2.1617 1.0853 -2.7829  0.058
H -2.6358 0.3343 -4.9561  0.096
H -3.8949 -1.5809 -5.4860  0.109
H -5.0237 -0.8049 -4.3969  0.118
H -4.5607 -2.2796 -2.5693  0.100
H -4.7511 -3.2616 -4.0076  0.116
H -2.4565 -3.8610 -4.0211  0.097
H -1.0720 -3.5896 -2.0825  0.100
H -1.0039 -1.4881 -1.0096  0.049
H -2.3969 -2.1768 -0.2261  0.123
H -4.0005 -0.8154 -1.4488  0.104
H -2.6851 0.2038 -0.8035  0.110
H 3.9854 -1.4717 -0.8962  -0.058
H 2.6703 -2.4228 -0.0799  -0.033
H 3.5678 -1.0891 0.8242  -0.024
O 2.0633 2.1617 0.7217  -0.052
C 1.4096 1.5865 1.6227  -0.550
N 0.9757 2.1625 2.8116  0.144
C 0.6137 1.1363 3.7673  -0.274
C 0.5874 -0.1166 2.8125  -0.418
O 0.2001 -1.2246 3.1265  0.073
N 1.0112 0.2832 1.5525  0.102
C 1.6866 1.1205 4.8779  -0.156
C 2.6042 0.0752 5.0335  -0.008
C 3.5951 0.1817 6.0232  -0.077
C 3.6588 1.3037 6.8527  -0.095
C 2.7292 2.3343 6.6975  -0.081
C 1.7303 2.2370 5.7290  -0.043
C -0.7691 1.3153 4.4037  -0.156
C -1.0863 0.7761 5.6701  -0.016
C -2.3426 1.0220 6.2471  -0.080
C -3.3009 1.7790 5.5682  -0.096
C -3.0000 2.2567 4.2850  -0.079
C -1.7385 2.0309 3.7125  -0.029
H 1.3644 3.0569 3.0792  0.153
H 2.5337 -0.8168 4.3913  0.122
H 4.3177 -0.6363 6.1264  0.105
H 4.4524 1.3818 7.6024  0.102
H 2.7702 3.2175 7.3330  0.102
H 0.9815 3.0225 5.6419  0.122
H -0.3569 0.1501 6.1982  0.126
H -2.5608 0.6181 7.2467  0.106
H -4.2773 1.9649 6.0281  0.101
H -3.7398 2.8196 3.7344  0.093
H -1.5069 2.4049 2.7188  0.110

Cartesian forces (eV/Å) of the 2 atoms listed first:
-0.342 -0.801 -2.362
0.138 1.770 -2.387

The spin multiplicity is 1. The orbital gap comes out at 8.413 eV. The value obtained for the strongest force on any atom is 3.148 eV/A. The relative energy (zero: lowest compared OMol25 entry of this formula, charge and spin) comes out at 0.0000 eV. The total energy comes out at -2311.11849 Ha.